Record 1
59
Properties=species:S:1:pos:R:3:lowdin_charge:R:1 method="wB97M-V/def2-TZVPD" total_charge=+2 e_homo_ev=-13.7 e_lumo_ev=-6.85
Ti -4.39 -15.60 9.46 1.088
C -2.95 -20.36 11.74 -0.033
N -2.84 -19.31 10.81 -0.126
C -1.52 -19.23 10.28 -0.010
C -3.70 -18.32 10.62 -0.275
O -3.33 -17.30 9.95 -0.067
C -5.07 -18.51 11.23 -0.080
O -5.90 -17.47 10.79 -0.124
C -6.57 -16.74 11.79 -0.071
C -6.02 -15.33 11.78 -0.344
O -4.90 -15.08 11.21 -0.107
N -6.63 -14.32 12.34 -0.101
C -8.00 -14.51 12.84 0.026
C -6.15 -12.98 12.14 0.021
H -3.92 -20.68 12.00 0.083
H -2.36 -20.21 12.66 0.123
H -2.53 -21.31 11.25 0.143
H -1.40 -18.42 9.63 0.075
H -1.34 -20.17 9.73 0.124
H -0.75 -19.19 11.07 0.123
H -5.01 -18.60 12.33 0.152
H -5.56 -19.44 10.94 0.159
H -6.39 -17.22 12.83 0.189
H -7.61 -16.78 11.65 0.120
H -8.16 -13.72 13.58 0.111
H -8.08 -15.49 13.32 0.097
H -8.71 -14.44 11.98 0.135
H -6.10 -12.75 11.05 0.118
H -5.18 -12.94 12.61 0.109
H -6.87 -12.29 12.64 0.123
O -6.39 -15.22 9.39 -0.230
N -6.93 -15.41 8.21 0.080
N -6.22 -16.01 7.39 -0.158
O -5.03 -16.50 7.77 -0.155
C -6.76 -16.31 6.05 -0.134
C -8.10 -16.44 5.87 -0.001
C -8.58 -16.64 4.56 -0.026
C -7.64 -16.79 3.59 -0.059
C -6.28 -16.87 3.83 -0.059
C -5.77 -16.60 5.05 0.022
H -8.80 -16.32 6.68 0.121
H -9.59 -16.71 4.34 0.102
H -7.95 -16.88 2.55 0.125
H -5.63 -17.06 2.98 0.128
H -4.77 -16.48 5.26 0.092
S -4.19 -13.57 8.24 0.776
C -2.55 -13.80 8.64 -1.036
N -2.42 -14.71 9.64 -0.099
C -1.04 -14.90 9.90 -0.280
C -0.43 -15.54 10.98 -0.018
C 0.97 -15.43 11.13 -0.052
C 1.82 -14.82 10.20 -0.059
C 1.22 -14.14 9.16 -0.081
C -0.17 -14.14 9.08 -0.432
S -1.12 -13.20 7.93 1.144
H -1.04 -16.04 11.78 0.131
H 1.41 -16.08 11.86 0.101
H 2.91 -14.85 10.24 0.126
H 1.87 -13.71 8.33 0.149

***

Record 2
84
Properties=species:S:1:pos:R:3:lowdin_charge:R:1 method="wB97M-V/def2-TZVPD" total_charge=0 e_homo_ev=-7.7 e_lumo_ev=-1.62
C 0.74 -3.54 1.99 -0.091
C 1.85 -2.69 1.37 -0.241
C 1.86 -1.23 1.88 -0.291
O 0.59 -0.76 2.35 -0.434
P -0.50 -0.11 1.29 0.681
Cl 0.08 -0.60 -0.67 0.305
C -1.92 -1.26 1.47 -0.428
C -3.22 -0.56 1.09 -0.259
C -4.39 -1.55 0.96 -0.375
C -4.47 -2.51 2.15 -0.077
C -5.70 -0.80 0.65 -0.159
C -6.60 -0.43 1.84 -0.197
C -7.55 -1.53 2.22 -0.110
C -8.80 -1.69 1.70 -0.340
C -9.17 -3.02 1.08 -0.063
C -9.85 -0.61 1.69 -0.065
H 1.04 -4.58 2.01 0.073
H -0.17 -3.47 1.39 0.052
H 0.54 -3.23 3.01 0.079
H 1.87 -2.75 0.29 0.082
H 2.78 -3.13 1.74 0.080
H 2.31 -0.55 1.17 0.096
H 2.50 -1.22 2.76 0.108
H -1.89 -1.64 2.49 0.083
H -1.76 -2.08 0.76 0.057
H -3.46 0.23 1.80 0.116
H -3.08 -0.13 0.10 0.103
H -4.17 -2.18 0.09 0.135
H -3.64 -3.21 2.16 0.072
H -5.37 -3.12 2.07 0.067
H -4.55 -1.99 3.10 0.088
H -6.30 -1.32 -0.11 0.114
H -5.41 0.15 0.21 0.107
H -7.22 0.41 1.50 0.108
H -6.02 -0.05 2.69 0.108
H -7.21 -2.28 2.93 0.100
H -10.22 -3.03 0.81 0.069
H -8.98 -3.86 1.77 0.082
H -8.57 -3.17 0.19 0.073
H -10.02 -0.15 0.71 0.077
H -9.58 0.16 2.41 0.074
H -10.76 -1.09 2.03 0.079
C 6.18 -5.04 2.87 0.075
C 7.50 -4.81 2.77 -0.237
C 8.14 -3.58 3.35 -0.314
O 9.34 -3.46 3.23 0.110
C 7.29 -2.60 4.02 0.076
C 5.97 -2.83 4.12 -0.236
C 5.34 -4.08 3.56 -0.314
O 4.13 -4.21 3.70 0.096
O 5.13 -1.99 4.71 0.115
O 8.33 -5.64 2.16 0.119
H 5.71 -5.92 2.46 0.136
H 7.76 -1.72 4.42 0.137
H 4.25 -2.40 4.64 0.114
H 9.22 -5.23 2.24 0.121
C -0.07 4.24 -3.21 0.063
C -0.21 4.67 -4.47 -0.251
C -0.08 3.74 -5.65 -0.331
O -0.24 4.20 -6.77 0.103
C 0.24 2.35 -5.39 0.069
C 0.40 1.92 -4.14 -0.237
C 0.24 2.84 -2.96 -0.320
O 0.38 2.37 -1.85 0.065
O 0.69 0.66 -3.82 0.097
O -0.48 5.93 -4.77 0.115
H -0.16 4.89 -2.36 0.137
H 0.36 1.69 -6.25 0.136
H 0.74 0.63 -2.85 0.043
H -0.54 5.98 -5.74 0.120
C 5.94 6.16 -4.49 0.076
C 4.91 5.53 -5.07 -0.233
C 3.81 4.88 -4.27 -0.295
O 2.90 4.35 -4.88 0.112
C 3.90 4.93 -2.82 0.082
C 4.93 5.55 -2.24 -0.234
C 6.01 6.22 -3.04 -0.314
O 6.90 6.78 -2.43 0.110
O 5.08 5.63 -0.92 0.122
O 4.77 5.42 -6.39 0.120
H 6.73 6.62 -5.06 0.136
H 3.11 4.44 -2.25 0.133
H 5.90 6.14 -0.77 0.121
H 3.94 4.93 -6.54 0.121

***

Record 3
130
Properties=species:S:1:pos:R:3:lowdin_spin:R:1 method="wB97M-V/def2-TZVPD" total_charge=-1 s2=6.10 e_homo_ev="-0.4 / -3.0" spin_multiplicity=5 e_lumo_ev="2.10 / 1.73"
C 5.92 -3.69 -0.86 0.001
C 4.63 -4.43 -0.51 0.002
C 4.48 -5.66 -1.42 0.000
C 3.42 -3.50 -0.53 0.018
C 2.62 -3.34 -1.66 -0.002
C 1.63 -2.35 -1.73 0.022
C 0.97 -2.03 -3.06 0.004
C 1.03 -3.18 -4.05 0.000
C 1.45 -0.71 -3.67 0.003
C 1.26 -1.63 -0.55 0.021
C -0.04 -0.93 -0.47 0.231
N -1.23 -1.63 -0.67 0.249
C -1.42 -2.98 -1.16 0.016
C -2.06 -3.13 -2.40 0.016
C -2.65 -1.93 -3.16 0.005
C -4.09 -1.77 -2.73 0.002
C -2.45 -2.02 -4.67 0.001
C -2.22 -4.42 -2.89 0.000
C -1.69 -5.51 -2.19 0.014
C -1.07 -5.35 -0.95 -0.001
C -0.99 -4.08 -0.38 0.015
C -0.59 -3.88 1.09 0.002
C 0.24 -5.05 1.63 0.000
C -1.82 -3.64 1.97 0.001
N -2.31 -0.84 -0.54 0.472
N -1.83 0.36 -0.12 0.191
C -2.64 1.55 -0.21 0.017
C -2.54 2.31 -1.38 0.005
C -1.94 1.71 -2.65 0.001
C -0.61 2.36 -3.00 0.010
C -2.94 1.75 -3.80 0.000
C -2.98 3.64 -1.34 0.004
C -3.61 4.12 -0.19 -0.001
C -3.81 3.30 0.91 0.002
C -3.33 2.00 0.93 0.002
C -3.57 1.09 2.14 0.001
C -2.29 0.70 2.86 0.003
C -4.37 -0.15 1.73 0.004
C -0.41 0.37 -0.12 0.054
C 0.22 1.57 0.24 0.503
C 2.11 -1.76 0.59 0.023
C 1.93 -0.94 1.87 0.004
C 3.09 0.05 2.05 0.002
C 1.77 -1.82 3.11 0.001
C 3.16 -2.68 0.57 -0.003
H 6.09 -2.84 -0.20 0.000
H 6.79 -4.36 -0.78 0.000
H 5.88 -3.32 -1.89 0.000
H 4.73 -4.80 0.52 0.000
H 3.52 -6.17 -1.25 0.000
H 4.54 -5.37 -2.48 0.000
H 5.29 -6.37 -1.22 0.000
H 2.80 -3.99 -2.52 0.000
H -0.09 -1.88 -2.81 0.002
H 0.70 -4.11 -3.57 0.000
H 0.39 -2.99 -4.92 0.000
H 2.06 -3.32 -4.42 0.000
H 1.33 0.11 -2.95 0.001
H 2.51 -0.77 -3.95 0.000
H 0.86 -0.47 -4.57 0.000
H -2.11 -1.03 -2.83 0.003
H -4.09 -1.54 -1.66 0.001
H -4.59 -0.96 -3.26 0.000
H -4.64 -2.70 -2.91 0.000
H -1.38 -2.07 -4.92 0.000
H -2.95 -2.91 -5.08 0.000
H -2.87 -1.14 -5.15 0.000
H -2.77 -4.57 -3.82 0.000
H -1.78 -6.51 -2.62 0.001
H -0.68 -6.21 -0.41 0.000
H 0.04 -2.98 1.12 0.001
H 1.13 -5.22 1.00 0.000
H 0.59 -4.83 2.64 0.000
H -0.37 -5.96 1.66 0.000
H -2.43 -2.82 1.58 0.001
H -2.43 -4.55 2.00 0.000
H -1.52 -3.38 2.99 0.000
H -1.75 0.65 -2.43 0.000
H 0.09 2.24 -2.17 0.007
H -0.19 1.87 -3.89 0.000
H -0.75 3.43 -3.19 0.001
H -3.88 1.26 -3.51 0.000
H -3.16 2.79 -4.09 0.000
H -2.54 1.22 -4.68 0.000
H -2.83 4.27 -2.21 0.001
H -3.93 5.17 -0.16 0.000
H -4.34 3.67 1.79 0.000
H -4.18 1.66 2.85 0.000
H -1.83 1.59 3.33 0.001
H -2.48 -0.05 3.64 0.000
H -1.57 0.28 2.15 0.001
H -5.33 0.15 1.29 0.000
H -3.82 -0.71 0.97 0.003
H -4.55 -0.80 2.59 0.000
H -0.43 2.42 0.09 0.021
H 1.31 1.62 0.13 0.026
H 1.01 -0.35 1.74 0.003
H 3.19 0.70 1.17 0.000
H 2.92 0.69 2.93 0.001
H 4.03 -0.49 2.19 0.000
H 0.93 -2.52 3.01 0.000
H 2.68 -2.41 3.29 0.000
H 1.58 -1.21 4.00 0.000
H 3.80 -2.76 1.45 0.000
C 0.76 2.59 2.73 0.107
C 0.79 3.59 1.65 0.456
C 1.75 4.67 1.77 0.025
C 1.73 5.96 1.06 0.057
C 2.76 6.81 1.62 0.011
C 3.43 6.08 2.68 0.032
C 2.82 4.78 2.79 0.035
Fe 1.45 6.18 2.99 1.114
C 1.29 6.78 4.86 0.031
C 0.35 5.70 4.59 0.006
C -0.49 6.11 3.47 0.021
C -0.06 7.43 3.05 0.034
C 1.03 7.85 3.91 -0.031
H 0.00 2.80 3.50 0.023
H 0.50 1.58 2.37 0.026
H 1.72 2.55 3.26 0.003
H -0.11 3.85 1.07 0.019
H 1.07 6.19 0.24 0.008
H 3.04 7.80 1.26 0.002
H 4.29 6.42 3.24 0.006
H 3.12 3.99 3.46 0.005
H 1.98 6.82 5.69 0.007
H 0.22 4.82 5.20 0.004
H -1.35 5.56 3.09 0.003
H -0.55 8.04 2.29 0.008
H 1.50 8.83 3.91 -0.003

***

What are the calculated total energy values for these records? In order: -84642.4892; -81189.8202; -96018.2903 eV.
What are the F_max values for these records? In order: 3.88; 1.49; 2.92 eV/A.
What are the energy above the lowest of the compared OMol25 structures with the same formula, charge and spin values for these records? In order: 22.8; 22.0; 34.3 kcal per mole.